(1)
Below is one molecule with the formula C4H2N6O3, with properties calculated with ωB97M-V/def2-TZVPD.

Calculated values
**Calculated total energy**: -707.66110 Ha
**Energy above the lowest of the compared OMol25 structures with the same formula, charge and spin**: 0.00 kJ/mol
**E_LUMO**: -2.22 eV
**Maximum force**: 9.61 eV/Å
**Structure (SMILES)**: O=c1c([N+](=O)[O-])n[nH]c2ncnn12

Geometry as XYZ:
```
15
Properties=species:S:1:pos:R:3:nbo_charge:R:1
O 1.327 -0.123 -1.880 -0.4961
O -1.516 -2.941 -1.786 -0.3234
O 0.628 -2.800 -2.413 -0.2892
N 1.421 1.851 0.224 -0.2276
N -0.229 1.804 1.818 -0.4815
N -1.192 -1.238 0.222 -0.0927
C 0.713 -0.251 -0.741 0.5648
C 0.974 2.408 1.377 0.1680
C -0.309 0.793 1.017 0.4603
C -0.281 -1.365 -0.714 0.1834
N -1.212 -0.163 1.113 -0.3696
N 0.706 0.807 0.171 -0.2037
N -0.354 -2.398 -1.684 0.4407
H 1.377 3.327 1.772 0.2199
H -2.052 0.290 1.503 0.4468
```



(2)
Below is a 2-piece molecular cluster, C4H9N overall, with properties calculated with ωB97M-V/def2-TZVPD.

Calculated values
**Calculated total energy**: -212.41192 Ha
**Energy above the lowest of the compared OMol25 structures with the same formula, charge and spin**: 365.61 kJ/mol
**E_LUMO**: 1.16 eV
**Maximum force**: 0.24 eV/Å
**Structure (SMILES)**: CN1C=C1.C

Geometry as XYZ:
```
14
Properties=species:S:1:pos:R:3:nbo_charge:R:1
C -0.352 2.359 -0.427 -0.8525
C 1.041 -0.440 -0.410 -0.0694
C 1.266 -0.663 0.826 -0.0735
N -0.165 -0.689 0.429 -0.4499
C -0.741 -2.028 0.274 -0.4312
H 0.480 3.044 -0.609 0.2035
H -0.545 1.764 -1.325 0.2033
H -1.252 2.924 -0.175 0.2120
H 1.261 -0.111 -1.413 0.2341
H -0.122 1.678 0.392 0.2308
H 1.843 -0.663 1.736 0.2301
H -0.009 -2.794 -0.030 0.1697
H -1.197 -2.327 1.225 0.1964
H -1.534 -1.976 -0.480 0.1965
```



(3)
Below is a 8-piece molecular cluster, C43H88Br3N7O7 overall, with properties calculated with ωB97M-V/def2-TZVPD.

Calculated values
**Calculated total energy**: -10322.80384 Ha
**Expectation value of S²**: 6.022
**2S+1**: 5
**E_LUMO (spin up / spin down)**: -0.85 / -0.85 eV
**Maximum force**: 6.36 eV/Å

Geometry as XYZ:
```
148
Properties=species:S:1:pos:R:3:lowdin_charge:R:1
C 7.046 -2.861 -0.918 -1.4661
Br 7.155 -3.030 -2.905 0.5399
Br 5.401 -3.737 -0.250 0.5574
Br 7.162 -0.983 -0.213 0.5134
H 7.907 -3.428 -0.565 -0.0307
C -0.251 -2.309 6.730 -0.0493
C -1.217 -1.389 7.467 -0.5077
C -1.323 -2.082 8.815 -0.1368
C -2.145 -1.303 9.861 -0.1963
C -1.697 0.084 10.000 -0.1703
C -1.489 0.914 8.696 -0.4688
N -0.764 0.019 7.703 0.0110
O -0.183 0.689 6.515 -0.0599
C -2.844 1.356 8.222 -0.0315
C -0.653 2.101 9.169 -0.0474
C -2.498 -1.436 6.706 -0.0372
H 0.786 -2.234 7.059 0.0885
H -0.079 -2.204 5.659 0.0569
H -0.436 -3.366 6.923 0.0920
H -1.829 -3.015 8.568 0.1217
H -0.359 -2.366 9.234 0.1260
H -2.050 -1.735 10.857 0.1173
H -3.203 -1.418 9.622 0.1084
H -0.869 0.089 10.709 0.1233
H -2.516 0.560 10.539 0.1246
H -2.879 1.652 7.174 0.0956
H -3.545 0.522 8.187 0.0696
H -3.282 2.129 8.853 0.0975
H -0.359 2.706 8.311 0.0798
H -1.068 2.722 9.963 0.0912
H 0.309 1.856 9.619 0.0810
H -2.678 -2.288 6.052 0.0954
H -2.710 -0.569 6.080 0.0917
H -3.354 -1.396 7.380 0.0721
C 3.520 -2.944 -8.807 -0.0360
C 3.715 -2.972 -7.262 -0.5091
C 4.236 -1.577 -6.956 -0.1819
C 4.438 -1.331 -5.462 -0.1734
C 3.026 -1.378 -4.855 -0.1058
C 2.340 -2.794 -5.070 -0.4583
N 2.447 -3.159 -6.509 -0.0222
O 1.773 -4.359 -6.895 -0.0240
C 2.927 -3.761 -4.018 -0.0298
C 0.861 -2.722 -4.640 -0.0427
C 4.833 -3.924 -6.952 -0.0347
H 3.175 -3.899 -9.206 0.0808
H 4.316 -2.489 -9.396 0.0863
H 2.782 -2.201 -9.109 0.0802
H 5.115 -1.187 -7.470 0.1248
H 3.461 -0.927 -7.361 0.1148
H 4.963 -0.405 -5.227 0.1152
H 5.100 -2.148 -5.174 0.0606
H 2.421 -0.622 -5.355 0.1199
H 3.145 -1.175 -3.791 0.1058
H 2.805 -3.470 -2.975 0.0675
H 2.450 -4.726 -4.189 0.0896
H 4.007 -3.857 -4.130 0.0473
H 0.465 -3.712 -4.414 0.0827
H 0.698 -2.040 -3.806 0.0769
H 0.262 -2.280 -5.436 0.0770
H 5.011 -4.144 -5.899 0.0651
H 5.739 -3.632 -7.484 0.0999
H 4.552 -4.885 -7.383 0.0879
C -1.537 -2.017 0.989 -0.0263
C -0.732 -0.787 1.386 -0.4618
C -0.175 -0.862 2.801 -0.1751
C 1.013 -1.668 2.887 -0.1929
C 2.090 -1.190 1.851 -0.1033
C 1.577 -1.151 0.386 -0.4530
N 0.281 -0.396 0.320 0.0061
O -0.212 -0.031 -1.028 -0.0474
C 2.678 -0.317 -0.300 -0.0468
C 1.687 -2.559 -0.313 -0.0092
C -1.821 0.318 1.397 -0.0503
H -1.986 -1.889 0.005 0.0847
H -2.362 -2.217 1.673 0.0961
H -0.855 -2.862 0.891 0.0640
H 0.167 0.128 3.104 0.1212
H -0.890 -1.171 3.563 0.1242
H 0.867 -2.665 2.472 0.1045
H 1.243 -1.785 3.946 0.1068
H 2.935 -1.878 1.852 0.1140
H 2.459 -0.268 2.301 0.1002
H 2.536 -0.240 -1.378 0.0738
H 2.577 0.734 -0.027 0.0651
H 3.676 -0.679 -0.051 0.0664
H 1.373 -2.539 -1.356 0.0696
H 2.732 -2.869 -0.306 0.0098
H 1.034 -3.201 0.279 0.0627
H -2.507 0.239 0.554 0.0683
H -1.498 1.356 1.483 0.0785
H -2.392 0.149 2.310 0.0858
C -3.418 2.852 -2.702 -0.0459
C -2.853 2.108 -3.904 -0.4450
C -3.057 0.563 -3.629 -0.0971
C -2.646 -0.270 -4.929 -0.1805
C -3.456 0.169 -6.089 -0.1856
C -3.362 1.659 -6.432 -0.4625
N -3.375 2.527 -5.221 -0.0589
O -3.518 3.919 -5.452 -0.0480
C -2.042 1.848 -7.340 -0.0156
C -4.535 1.938 -7.366 -0.0523
C -1.258 2.322 -3.889 0.0112
H -3.166 2.381 -1.752 0.0775
H -4.485 2.998 -2.868 0.0862
H -3.005 3.860 -2.656 0.0783
H -2.511 0.247 -2.740 0.0935
H -4.072 0.269 -3.362 0.1103
H -2.840 -1.321 -4.713 0.1066
H -1.586 -0.354 -5.170 0.0937
H -4.474 -0.037 -5.759 0.1197
H -3.408 -0.439 -6.992 0.1260
H -1.876 2.901 -7.567 0.0808
H -1.165 1.330 -6.951 0.0631
H -2.266 1.351 -8.284 0.0744
H -4.301 2.806 -7.982 0.0796
H -4.804 1.076 -7.978 0.0860
H -5.406 2.273 -6.805 0.0863
H -1.008 3.324 -3.540 0.0815
H -0.846 2.192 -4.889 0.0578
H -0.786 1.502 -3.348 0.0651
O 1.565 2.359 3.439 0.0179
C 2.684 2.070 3.770 -0.6293
N 2.793 1.580 4.988 0.1868
C 3.891 2.283 2.869 0.0163
H 3.731 1.611 5.359 0.1144
H 1.915 1.520 5.484 0.0975
H 3.525 2.329 1.843 0.0721
H 4.656 1.529 3.056 0.0822
H 4.240 3.279 3.141 0.0908
O 0.615 4.516 -0.815 0.0445
C 0.459 4.304 0.350 -0.6923
N 0.862 3.193 0.926 0.1746
C -0.247 5.261 1.266 0.0156
H 1.174 3.065 1.878 0.0392
H 1.199 2.611 0.173 0.0964
H -0.116 6.271 0.879 0.0889
H 0.238 4.962 2.195 0.0793
H -1.244 4.854 1.100 0.0740
O -4.303 3.332 3.535 -0.0394
C -4.903 3.615 2.431 -0.5097
N -5.941 4.482 2.275 0.1463
C -4.259 3.139 1.115 -0.0146
H -6.255 4.924 3.127 0.1090
H -6.365 4.729 1.392 0.1039
H -3.277 3.516 0.829 0.0703
H -4.972 3.405 0.334 0.0602
H -4.170 2.053 1.087 0.0664
```



(4)
Below is C41H42P2V as an isolated structure, with properties calculated with ωB97M-V/def2-TZVPD.

Calculated values
**Calculated total energy**: -3213.83893 Ha
**Energy above the lowest of the compared OMol25 structures with the same formula, charge and spin**: 0.00 kJ/mol
**Expectation value of S²**: 4.028
**2S+1**: 4
**E_LUMO (spin up / spin down)**: 0.28 / 0.23 eV
**Maximum force**: 3.97 eV/Å

Geometry as XYZ:
```
86
Properties=species:S:1:pos:R:3:lowdin_charge:R:1
V -0.193 1.015 1.413 0.3444
C -1.476 0.921 -3.164 -0.0890
C -1.636 -0.409 -3.120 -0.1398
C -0.913 -1.334 -4.058 -0.1889
C 0.582 -1.079 -4.493 -0.1682
C 1.496 -0.190 -3.713 -0.1332
C 1.474 1.147 -3.755 -0.1154
C 0.488 1.927 -4.550 -0.1820
C -1.013 1.545 -4.441 -0.1776
C 1.723 0.363 2.778 -0.2619
H -1.774 1.577 -2.345 0.0855
H -2.442 -0.908 -2.562 0.0962
H -1.464 -1.423 -5.022 0.1156
H -0.947 -2.345 -3.613 0.0889
H 1.048 -2.076 -4.482 0.1059
H 0.566 -0.773 -5.553 0.1118
H 2.387 -0.681 -3.310 0.0961
H 2.318 1.745 -3.417 0.0639
H 0.745 1.851 -5.632 0.1225
H 0.625 2.988 -4.273 0.1062
H -1.605 2.452 -4.605 0.1135
H -1.232 0.873 -5.275 0.1001
H 1.174 1.101 3.446 0.0635
H 2.782 0.690 2.864 0.0388
H 1.654 -0.613 3.288 0.0299
P -1.349 -0.808 0.394 1.0039
P 1.928 0.180 0.818 0.8109
C -0.049 -1.276 -0.727 -0.2875
C 1.149 -0.604 -0.633 -0.2761
C -2.329 -2.311 0.559 -0.3394
C -2.637 -3.153 -0.534 -0.0826
C -3.406 -4.291 -0.283 -0.0839
C -3.826 -4.595 1.021 -0.0790
C -3.523 -3.743 2.096 -0.0704
C -2.771 -2.598 1.869 -0.0718
C -2.472 0.573 -0.050 -0.3476
C -1.895 1.877 0.011 -0.1906
C -2.771 2.984 -0.005 -0.0710
C -4.154 2.799 0.006 -0.0818
C -4.699 1.518 -0.066 -0.0676
C -3.861 0.406 -0.114 -0.0688
C 3.431 -0.862 0.882 -0.3030
C 3.166 -2.180 1.311 -0.0915
C 4.240 -3.009 1.651 -0.0792
C 5.553 -2.561 1.425 -0.0874
C 5.796 -1.333 0.795 -0.0802
C 4.724 -0.508 0.463 -0.0615
C 2.697 1.750 0.211 -0.3172
C 2.789 2.769 1.172 -0.1137
C 3.160 4.046 0.770 -0.0903
C 3.377 4.318 -0.580 -0.0939
C 3.357 3.292 -1.534 -0.0860
C 3.152 1.971 -1.112 -0.1127
H -0.207 -2.143 -1.370 0.0602
H 1.944 -0.737 -1.372 0.0370
H -2.232 -2.957 -1.535 0.0870
H -3.648 -4.956 -1.114 0.1036
H -4.357 -5.527 1.214 0.1019
H -3.837 -3.971 3.113 0.1073
H -2.463 -1.952 2.705 0.0825
H -0.764 2.010 0.010 0.0648
H -2.369 3.999 0.010 0.1107
H -4.822 3.658 0.055 0.1055
H -5.777 1.371 -0.091 0.1072
H -4.284 -0.600 -0.141 0.1091
H 2.143 -2.585 1.394 0.1164
H 4.058 -3.996 2.103 0.1076
H 6.399 -3.179 1.732 0.1010
H 6.814 -1.003 0.579 0.1064
H 4.900 0.402 -0.101 0.0963
H 2.534 2.577 2.222 0.0870
H 3.231 4.828 1.519 0.1019
H 3.539 5.337 -0.911 0.0966
H 3.461 3.498 -2.605 0.1027
H 3.318 1.118 -1.800 0.0979
C -2.385 0.076 5.808 -0.1197
C -1.391 -0.832 5.409 -0.1012
C -0.894 -0.799 4.093 -0.1950
C -1.329 0.195 3.216 -0.2650
C -2.160 1.216 3.669 -0.1427
C -2.714 1.128 4.962 -0.1120
H -2.863 -0.019 6.789 0.0946
H -1.025 -1.567 6.129 0.0925
H -0.159 -1.542 3.763 0.0843
H -2.389 2.057 3.012 0.0755
H -3.419 1.885 5.309 0.0911
```



(5)
Below is one molecule with the formula C26H32N4O3S, with properties calculated with ωB97M-V/def2-TZVPD.

Calculated values
**Calculated total energy**: -1852.88376 Ha
**Energy above the lowest of the compared OMol25 structures with the same formula, charge and spin**: 175.05 kJ/mol
**E_LUMO**: 0.56 eV
**Maximum force**: 0.77 eV/Å
**Structure (SMILES)**: COc1cc2c(cc1OC)CN(c1nc(CN3CCOCC3)nc3sc4c(c13)CCCC4)CC2

Geometry as XYZ:
```
66
Properties=species:S:1:pos:R:3:nbo_charge:R:1
C 3.743 5.759 2.485 -0.2499
H 4.603 6.377 2.740 0.2014
O 4.123 4.440 2.784 -0.4805
C 3.222 3.443 2.566 0.2736
C 1.948 3.614 2.059 -0.2772
C 1.086 2.534 1.873 -0.0545
C 1.522 1.261 2.198 0.0367
C 2.804 1.075 2.710 -0.3102
C 3.661 2.141 2.899 0.2703
O 4.929 2.056 3.389 -0.4803
C 5.424 0.789 3.740 -0.2495
H 6.436 0.960 4.105 0.2018
H 5.461 0.115 2.877 0.1725
H 4.827 0.328 4.535 0.1744
H 3.115 0.073 2.963 0.2142
C 0.599 0.083 2.038 -0.2407
N -0.439 0.380 1.081 -0.4337
C -1.036 -0.606 0.354 0.4555
N -2.367 -0.597 0.302 -0.5364
C -3.009 -1.592 -0.292 0.4116
N -2.438 -2.646 -0.849 -0.5027
C -1.117 -2.599 -0.914 0.0753
C -0.308 -1.579 -0.378 -0.1499
C 1.060 -1.718 -0.787 -0.0733
C 1.260 -2.836 -1.531 -0.1467
S -0.189 -3.784 -1.780 0.4040
C 2.533 -3.239 -2.194 -0.4413
C 3.678 -2.318 -1.773 -0.3872
C 3.195 -0.871 -1.720 -0.3884
C 2.165 -0.720 -0.602 -0.4244
H 2.678 -0.882 0.351 0.2041
H 1.751 0.290 -0.585 0.2300
H 2.745 -0.603 -2.677 0.2006
H 4.033 -0.197 -1.536 0.2116
H 4.040 -2.609 -0.784 0.1963
H 4.506 -2.420 -2.476 0.2126
H 2.392 -3.185 -3.278 0.2156
H 2.767 -4.279 -1.954 0.2221
C -4.509 -1.493 -0.370 -0.2480
N -4.979 -0.887 -1.606 -0.4267
C -4.512 0.474 -1.797 -0.2542
C -5.232 1.062 -3.011 -0.0708
H -4.875 2.072 -3.224 0.1893
O -4.986 0.303 -4.171 -0.5248
C -5.396 -1.032 -3.983 -0.0720
C -4.686 -1.675 -2.790 -0.2544
H -5.058 -2.690 -2.640 0.2085
H -3.605 -1.727 -2.997 0.1781
H -5.155 -1.560 -4.907 0.1912
H -6.483 -1.065 -3.813 0.1624
H -6.313 1.090 -2.807 0.1634
H -4.748 1.057 -0.905 0.2058
H -3.423 0.520 -1.970 0.1704
H -4.937 -2.496 -0.308 0.2143
H -4.869 -0.881 0.460 0.2100
C -1.191 1.551 1.471 -0.2131
H -1.511 1.472 2.519 0.1814
C -0.282 2.766 1.287 -0.4095
H -0.171 2.970 0.218 0.2126
H -0.741 3.645 1.744 0.2136
H -2.080 1.623 0.844 0.2409
H 0.132 -0.130 3.019 0.1897
H 1.139 -0.815 1.742 0.2201
H 1.593 4.599 1.798 0.2161
H 3.512 5.883 1.421 0.1743
H 2.881 6.077 3.082 0.1746
```



(6)
Below is a 2-piece molecular cluster, C9H14S overall, with properties calculated with ωB97M-V/def2-TZVPD.

Calculated values
**Calculated total energy**: -749.48651 Ha
**Energy above the lowest of the compared OMol25 structures with the same formula, charge and spin**: 69.38 kJ/mol
**E_LUMO**: 0.98 eV
**Maximum force**: 2.04 eV/Å
**Structure (SMILES)**: Cc1ccccc1.CSC

Geometry as XYZ:
```
24
Properties=species:S:1:pos:R:3:nbo_charge:R:1
C -1.490 2.210 0.025 -0.7435
C 0.255 3.278 1.919 -0.7705
S 0.264 2.140 0.552 0.1877
H -2.181 2.583 0.769 0.2241
H -1.584 2.625 -0.981 0.2172
H -1.783 1.175 -0.180 0.2272
H 0.261 2.773 2.890 0.2120
H -0.550 4.006 2.027 0.2248
H 1.171 3.875 1.882 0.2241
C 2.218 -0.782 -1.459 -0.6486
C 1.012 -1.345 -0.818 0.0072
C 1.002 -2.038 0.396 -0.2200
C -0.207 -1.295 -1.518 -0.2286
C -0.188 -2.471 0.933 -0.1997
C -1.376 -1.817 -1.021 -0.2094
C -1.411 -2.400 0.249 -0.2271
H 3.074 -0.494 -0.836 0.2222
H 2.002 0.199 -1.893 0.2265
H 1.923 -2.177 0.948 0.2121
H -0.242 -0.990 -2.560 0.2077
H -0.317 -2.970 1.887 0.2095
H -2.257 -1.646 -1.629 0.2088
H -2.251 -2.973 0.606 0.2137
H 2.657 -1.468 -2.188 0.2227
```



(7)
Below is one molecule with the formula C2H2NPS, with properties calculated with ωB97M-V/def2-TZVPD.

Calculated values
**Calculated total energy**: -871.54155 Ha
**Energy above the lowest of the compared OMol25 structures with the same formula, charge and spin**: 433.73 kJ/mol
**E_LUMO (spin up / spin down)**: -1.56 / -2.00 eV
**Maximum force**: 3.11 eV/Å

Geometry as XYZ:
```
7
Properties=species:S:1:pos:R:3:nbo_charge:R:1
C 0.942 -0.490 -0.140 -0.0313
C 1.592 0.647 0.068 0.0177
N -0.309 0.015 -0.007 -0.8475
P -1.733 -0.755 -0.006 0.8800
S -3.261 0.416 -0.051 -0.4738
H 1.193 -1.441 -0.418 0.2061
H 1.577 1.607 0.555 0.2487
```



(8)
Below is a 2-piece molecular cluster, C3H10 overall, with properties calculated with ωB97M-V/def2-TZVPD.

Calculated values
**Calculated total energy**: -120.28291 Ha
**Energy above the lowest of the compared OMol25 structures with the same formula, charge and spin**: 0.00 kJ/mol
**E_LUMO**: 1.13 eV
**Maximum force**: 0.49 eV/Å
**Structure (SMILES)**: CC.C

Geometry as XYZ:
```
13
Properties=species:S:1:pos:R:3:nbo_charge:R:1
C -0.291 -0.116 -1.973 -0.6051
C 0.655 -0.475 -0.839 -0.6040
C -0.329 0.536 2.535 -0.8489
H -0.997 0.677 -1.692 0.2014
H 0.277 0.216 -2.852 0.2018
H -0.892 -0.974 -2.270 0.2018
H 1.257 0.384 -0.513 0.2001
H 1.354 -1.246 -1.160 0.2014
H 0.116 -0.879 0.033 0.2034
H 0.280 0.983 1.771 0.2122
H -0.534 1.290 3.280 0.2123
H 0.191 -0.329 2.963 0.2131
H -1.261 0.206 2.104 0.2107
```